1.
Below is C4H4O2 in the gas phase, with properties calculated with ωB97M-V/def2-TZVPD.

Gap between HOMO and LUMO, eV: 9.00
SMILES: Oc1ccco1
HOMO, eV: -8.37

Positions of all 10 atoms, in Å:
1 C 0.249 0.383 -0.484
2 C 0.185 -0.937 -0.666
3 C -0.387 -1.433 0.719
4 C -0.283 -0.369 1.450
5 H -0.023 2.197 -1.265
6 H -0.294 -1.271 -1.771
7 H -0.787 -2.361 1.063
8 H -0.497 -0.184 2.602
9 O -0.038 1.185 -1.568
10 O 0.415 0.784 0.725

2.
Below is C4H4O2 in the gas phase, with properties calculated with ωB97M-V/def2-TZVPD.

Gap between HOMO and LUMO, eV: 10.76
SMILES: O=C(O)C1C=C1
HOMO, eV: -9.97

Positions of all 10 atoms, in Å:
1 C 1.132 -0.278 0.212
2 C -0.004 0.377 0.625
3 C -1.099 0.957 -0.394
4 C -1.476 -0.143 0.062
5 H 1.740 -1.322 -1.049
6 H -0.007 0.580 1.600
7 H -1.009 1.783 -1.065
8 H -2.298 -0.737 0.008
9 O 1.041 -0.603 -1.062
10 O 1.981 -0.613 1.062

Stability check: which of them is least stable? 2.

1.
Below is C5H12N2 in the gas phase, with properties calculated with ωB97M-V/def2-TZVPD.

Gap between HOMO and LUMO, eV: 8.94
SMILES: CN/C=C/CCN
HOMO, eV: -7.72

Positions of all 19 atoms, in Å:
1 C 2.111 -1.303 -0.071
2 C 1.474 -0.082 0.716
3 C -0.003 -0.221 0.806
4 C -0.866 0.615 0.186
5 N -2.164 0.426 -0.241
6 C -3.165 1.420 0.196
7 N 2.471 -0.878 -1.427
8 H 1.335 -2.062 -0.146
9 H 2.957 -1.577 0.549
10 H 1.871 0.799 0.208
11 H 1.990 -0.079 1.685
12 H -0.442 -1.187 1.058
13 H -0.630 1.684 0.298
14 H -2.630 -0.454 -0.053
15 H -2.711 2.411 0.213
16 H -3.467 1.269 1.236
17 H -3.990 1.391 -0.511
18 H 3.080 -0.069 -1.370
19 H 3.058 -1.611 -1.812

2.
Below is a molecular structure, C5H12N2, with properties calculated with ωB97M-V/def2-TZVPD.

Gap between HOMO and LUMO, eV: 8.65
HOMO, eV: -8.09

Positions of all 19 atoms, in Å:
1 C 0.691 2.086 1.981
2 C 0.221 1.478 0.722
3 C 1.474 -0.997 1.476
4 N 0.610 -0.362 0.824
5 N -0.254 1.755 -0.353
6 H -0.392 0.436 -1.306
7 H 1.781 2.131 2.005
8 H 0.360 1.478 2.827
9 H 0.281 3.089 2.069
10 H 1.965 -1.893 1.087
11 H 1.786 -0.645 2.457
12 C -1.804 -1.298 -1.711
13 C -0.462 -0.625 -1.995
14 H -1.866 -1.611 -0.667
15 H -1.975 -2.180 -2.330
16 H -2.625 -0.599 -1.880
17 H -0.451 -0.231 -3.017
18 H 0.347 -1.363 -2.003
19 H 0.315 -0.651 -0.187

Stability check: which of them is least stable? 2.

1.
Below is C5H12N2 in the gas phase, with properties calculated with ωB97M-V/def2-TZVPD.

Gap between HOMO and LUMO, eV: 9.35
SMILES: CCCC/N=C\N
HOMO, eV: -8.34

Positions of all 19 atoms, in Å:
1 C 2.909 -0.912 0.446
2 C 2.262 0.340 -0.092
3 C 0.842 0.584 0.414
4 C -0.151 -0.550 0.137
5 N -2.580 0.400 -1.348
6 C -2.261 0.465 0.021
7 N -1.462 -0.227 0.726
8 H 2.506 -1.841 0.014
9 H 3.968 -0.926 0.153
10 H 2.791 -0.906 1.544
11 H 2.840 1.237 0.112
12 H 2.180 0.236 -1.193
13 H 0.426 1.508 0.010
14 H 0.878 0.660 1.512
15 H 0.257 -1.502 0.507
16 H -0.267 -0.701 -0.932
17 H -2.397 -0.483 -1.800
18 H -3.525 0.716 -1.494
19 H -2.753 1.319 0.482

2.
Below is C5H12N2 in the gas phase, with properties calculated with ωB97M-V/def2-TZVPD.

Gap between HOMO and LUMO, eV: 9.85
SMILES: C=CCCNCN
HOMO, eV: -8.72

Positions of all 19 atoms, in Å:
1 C 0.278 0.526 -0.239
2 C 0.734 -0.976 -0.231
3 C 1.052 -1.348 -1.636
4 C 2.208 -1.782 -2.110
5 N -1.130 0.761 0.083
6 C -1.393 0.635 1.515
7 N -1.507 1.929 2.186
8 H 0.422 0.928 -1.242
9 H 0.810 1.144 0.465
10 H 1.629 -1.007 0.394
11 H -0.102 -1.542 0.176
12 H 0.159 -1.447 -2.250
13 H 2.469 -2.110 -3.108
14 H 2.942 -2.157 -1.393
15 H -1.820 0.269 -0.463
16 H -0.690 0.017 2.071
17 H -2.362 0.169 1.712
18 H -0.586 2.324 2.345
19 H -1.982 2.617 1.615

3.
Below is 3 unconnected molecules or ions with the total composition C5H12N2, with properties calculated with ωB97M-V/def2-TZVPD.

Gap between HOMO and LUMO (alpha / beta), eV: 6.32 / 8.21
HOMO (alpha / beta), eV: -5.64 / -7.31

Positions of all 19 atoms, in Å:
1 C -0.272 0.823 -0.018
2 C -2.359 -0.003 -0.618
3 C 2.913 0.661 -0.147
4 N 1.818 1.031 0.718
5 C 0.005 -0.473 -0.065
6 N -3.142 -0.273 0.504
7 C 0.297 -1.732 -0.139
8 H 1.925 0.585 1.630
9 H -3.262 0.494 1.150
10 H -2.927 -1.132 0.991
11 H -0.065 1.462 -0.865
12 H -0.661 1.285 0.879
13 H -2.585 0.938 -1.106
14 H -2.252 -0.835 -1.304
15 H 3.851 1.193 0.095
16 H 2.673 0.939 -1.182
17 H 3.172 -0.415 -0.163
18 H 1.286 -2.081 0.140
19 H -0.418 -2.467 -0.498

Stability check: which of them is least stable? 3.

1.
Below is a molecular structure, C5H12N2, with properties calculated with ωB97M-V/def2-TZVPD.

Gap between HOMO and LUMO, eV: 8.02
HOMO, eV: -7.01

Positions of all 19 atoms, in Å:
1 C 0.403 1.065 -0.898
2 C -0.527 0.793 -2.050
3 C 0.364 -2.572 1.538
4 C 0.033 -0.283 0.613
5 N 0.125 2.304 -0.211
6 N -0.474 0.361 1.675
7 C 0.525 -1.274 0.030
8 H 1.456 1.021 -1.187
9 H 0.932 2.917 -0.209
10 H -0.691 2.817 -0.541
11 H -0.369 1.376 1.569
12 H -1.341 -0.020 2.029
13 H 0.850 -1.776 -0.851
14 H -0.595 1.645 -2.744
15 H -0.194 -0.059 -2.641
16 H -1.534 0.583 -1.680
17 H -0.261 -2.522 2.431
18 H -0.002 -3.511 1.115
19 H 1.301 -2.865 2.011

2.
Below is C5H12N2 in the gas phase, with properties calculated with ωB97M-V/def2-TZVPD.

Gap between HOMO and LUMO, eV: 10.37
SMILES: C=NCC[C@H](C)N
HOMO, eV: -9.20

Positions of all 19 atoms, in Å:
1 C 2.427 1.069 -0.088
2 C 0.887 0.850 0.422
3 C 0.325 -0.265 -0.642
4 C -0.969 -1.098 -0.299
5 C -3.181 -0.620 -0.801
6 N -2.162 -0.201 -0.147
7 N 0.842 0.064 1.699
8 H 2.830 2.033 0.362
9 H 2.957 0.302 0.458
10 H 2.423 1.121 -1.265
11 H 0.266 1.785 0.485
12 H 1.247 -0.858 -0.682
13 H -0.024 0.287 -1.584
14 H -0.872 -1.425 0.777
15 H -1.195 -1.995 -0.987
16 H -3.196 -1.359 -1.639
17 H -4.238 -0.209 -0.698
18 H 1.612 0.436 2.221
19 H 0.024 0.082 2.408

Stability check: which of them is least stable? 1.